Here is a structure of composition C59H67AsI2N7O5SSeTl from OMol25. Energies are from ωB97M-V/def2-TZVPD.

**E_HOMO**: -2.4 eV
**E_LUMO**: 3.59 eV
**Gap between HOMO and LUMO**: 5.96 eV

Structure (ORCA input):
```
! wB97M-V def2-TZVPD RIJCOSX def2/J DEFGRID3
* xyz -2 1
Tl 0.5868 0.6273 1.6261
C 3.5667 1.5104 4.9288
O 4.1256 0.3164 5.4938
C 3.5373 -0.8812 5.1951
C 3.3722 -1.7715 6.2447
C 2.7937 -3.0179 6.0451
C 2.3693 -3.3728 4.7791
C 2.5467 -2.5026 3.7042
C 2.0560 -2.9340 2.3964
N 2.2815 -2.2894 1.3234
N 1.8292 -2.8709 0.1490
C 0.8922 -2.1037 -0.6894
O 0.5143 -0.8660 -0.4521
C 1.0657 -2.4750 -2.1519
C 0.7648 -1.5445 -3.1338
C 0.9015 -1.8608 -4.4821
C 1.3271 -3.1258 -4.8589
C 1.6129 -4.0708 -3.8777
C 1.4828 -3.7489 -2.5356
C 3.1460 -1.2546 3.9053
O 3.3448 -0.3675 2.9010
H 3.8432 2.3140 5.6097
H 3.9662 1.7072 3.9368
H 2.4789 1.4469 4.8685
H 3.6894 -1.4464 7.2286
H 2.6366 -3.6855 6.8828
H 1.8544 -4.3125 4.6096
H 1.4783 -3.8606 2.3803
H 0.4182 -0.5722 -2.8111
H 0.6743 -1.1189 -5.2402
H 1.4319 -3.3779 -5.9083
H 1.9336 -5.0660 -4.1629
H 1.6974 -4.4786 -1.7651
C 4.8634 -1.4840 -0.4676
N 4.4737 -0.2947 0.2678
C 5.6457 0.4634 0.6524
C 3.4829 0.4525 -0.5138
C 3.1129 1.8077 0.0432
C 3.9196 2.8838 -0.3464
C 3.6515 4.1851 0.0408
C 2.5213 4.4385 0.8048
C 1.6908 3.3905 1.1705
C 1.9729 2.0693 0.8131
H 5.5160 -2.1044 0.1503
H 5.4070 -1.2221 -1.3948
H 3.9882 -2.0738 -0.7341
H 3.3700 -0.8087 2.0193
H 6.2303 0.8153 -0.2194
H 6.2919 -0.1756 1.2572
H 5.3690 1.3278 1.2535
H 2.5881 -0.1645 -0.6016
H 3.8696 0.6128 -1.5376
H 4.7787 2.6793 -0.9783
H 4.3076 4.9917 -0.2658
H 2.2722 5.4458 1.1189
H 0.8062 3.6158 1.7486
C -3.4490 0.2839 -1.5629
C -3.2059 -0.6120 -0.3589
O -1.9027 -0.4852 0.1461
H -4.5022 0.2653 -1.8616
H -2.8478 -0.0380 -2.4194
H -3.1689 1.3127 -1.3200
H -3.4364 -1.6573 -0.6135
H -3.8747 -0.3347 0.4526
H -1.1955 -0.7249 -0.4783
C -4.2357 5.2670 2.7805
N -3.6904 4.6943 1.5499
N -3.0476 3.4626 1.7133
C -1.9093 3.4095 0.9232
O -1.1322 2.4665 0.8214
C -1.8404 4.7106 0.2879
C -2.8735 5.4481 0.7418
C -3.1691 6.8920 0.5337
C -3.7909 2.3804 2.2598
C -5.1264 2.2155 1.9006
C -5.8640 1.1946 2.4790
C -5.2638 0.3308 3.3905
C -3.9284 0.4963 3.7286
C -3.1875 1.5353 3.1749
H -4.8064 4.4970 3.2929
H -4.9118 6.0778 2.5126
H -3.4397 5.6165 3.4417
H -1.0493 5.0224 -0.3739
H -2.5268 7.2869 -0.2508
H -2.9770 7.4589 1.4479
H -4.2115 7.0470 0.2487
H -5.5695 2.8866 1.1755
H -6.9033 1.0609 2.2016
H -5.8280 -0.4824 3.8311
H -3.4566 -0.1900 4.4247
H -2.1507 1.6881 3.4491
N 0.3923 -3.2547 0.1099
S -2.6291 -4.2941 0.6534
C -1.5942 -5.4535 1.5070
C -1.8876 -5.6318 2.8540
C -1.0743 -6.4331 3.6425
C 0.0194 -7.0812 3.0847
C 0.3072 -6.9029 1.7350
C -0.4849 -6.0808 0.9464
C -2.5192 -4.7835 -1.0423
C -2.7882 -6.0863 -1.4609
C -2.7450 -6.4088 -2.8075
C -2.4589 -5.4294 -3.7539
C -2.2023 -4.1318 -3.3397
C -2.2168 -3.8112 -1.9879
H -0.0699 -2.8062 0.9118
H -2.7244 -5.1083 3.3018
H -1.2960 -6.5211 4.6993
H 0.6570 -7.7057 3.6994
H 1.1752 -7.3819 1.2957
H -0.2209 -5.8914 -0.0844
H -3.0229 -6.8433 -0.7220
H -2.9419 -7.4278 -3.1208
H -2.4217 -5.6816 -4.8070
H -1.9516 -3.3671 -4.0645
H -1.9622 -2.8091 -1.6572
I -0.7460 -1.0291 3.3308
I -2.4842 -3.0102 5.4652
C 0.8861 4.1729 -2.5802
As 0.6075 2.2312 -2.3992
C 2.1609 1.8149 -3.5465
C -0.8921 2.0690 -3.7234
C -0.7021 2.6857 -5.0662
C -1.0318 4.0224 -5.3014
C -0.8235 4.6071 -6.5425
C -0.2802 3.8670 -7.5848
C 0.0463 2.5346 -7.3696
C -0.1635 1.9547 -6.1265
H 1.1188 4.4467 -3.6111
H 1.7245 4.4319 -1.9310
H 0.0088 4.7309 -2.2489
H 1.9747 2.0664 -4.5917
H 2.4500 0.7708 -3.4620
H 2.9807 2.4366 -3.1800
H -1.7342 2.5221 -3.1972
H -1.0966 0.9998 -3.8024
H -1.4601 4.6066 -4.4942
H -1.0889 5.6465 -6.6963
H -0.1159 4.3226 -8.5536
H 0.4658 1.9411 -8.1732
H 0.0886 0.9121 -5.9673
Se -0.9794 5.2379 4.0534
C -0.2990 3.5577 3.8621
N 0.1697 2.4963 3.7542
*
```

Mulliken population analysis, charges in e, atoms 1 to 6: number 1, Tl, carries 1.66; number 2, C, carries -0.46; number 3, O, carries -0.59; number 4, C, carries 0.45; number 5, C, carries -0.50; number 6, C, carries -0.82